No. 1
Computed, not measured: an isolated molecule of C4H9NO2, with ωB97M-V/def2-TZVPD.

Calculated values
Orbital gap = 10.0 eV
SMILES = C=N[C@H](C)C(O)O

The geometry in XYZ format:
```
16
Properties=species:S:1:pos:R:3:nbo_charge:R:1
C -0.040 1.096 0.535 0.356
C -0.443 -0.362 0.552 -0.113
C -1.087 -0.942 -0.697 -0.626
C 1.920 -1.103 0.237 -0.070
O 0.740 1.524 -0.534 -0.704
O -1.414 1.743 0.416 -0.766
N 0.850 -1.204 0.922 -0.401
H 0.344 1.159 -1.341 0.475
H -1.235 2.674 0.209 0.470
H 0.397 1.428 1.478 0.174
H -1.100 -0.545 1.406 0.223
H -1.090 -2.035 -0.652 0.232
H -0.566 -0.658 -1.615 0.188
H -2.124 -0.602 -0.776 0.235
H 2.072 -0.419 -0.613 0.155
H 2.776 -1.754 0.474 0.172
```

No. 2
Computed, not measured: an isolated molecule of C4H9NO2, with ωB97M-V/def2-TZVPD.

Calculated values
Orbital gap = 9.4 eV
SMILES = CN[C@@H](C=O)CO

The geometry in XYZ format:
```
16
Properties=species:S:1:pos:R:3:nbo_charge:R:1
C 0.038 0.953 -1.944 -0.412
N -0.784 0.259 -0.968 -0.636
C -0.199 -0.566 0.119 -0.198
C -0.846 -0.219 1.580 -0.054
O -0.085 -0.672 2.778 -0.748
C 1.281 -0.434 0.169 0.417
O 1.913 -0.870 1.142 -0.549
H -0.534 1.246 -2.781 0.209
H 0.361 1.817 -1.276 0.189
H 0.935 0.490 -2.312 0.166
H -1.529 -0.134 -1.469 0.365
H -0.514 -1.549 -0.148 0.230
H -1.936 -0.664 1.629 0.201
H -0.887 0.974 1.482 0.173
H 0.886 -0.675 2.683 0.503
H 1.900 0.043 -0.683 0.145
```

No. 3
Computed, not measured: an isolated molecule of C4H9NO2, with ωB97M-V/def2-TZVPD.

Calculated values
Orbital gap = 10.0 eV
SMILES = NC(=O)CCCO

The geometry in XYZ format:
```
16
Properties=species:S:1:pos:R:3:nbo_charge:R:1
N 0.336 -1.718 0.919 -0.845
C 0.995 -0.627 1.391 0.676
O 1.816 -0.687 2.295 -0.625
C 0.642 0.698 0.717 -0.508
C 0.501 0.657 -0.818 -0.430
C -0.939 0.637 -1.309 -0.059
O -1.638 -0.490 -0.780 -0.750
H 0.480 -2.589 1.406 0.399
H -0.454 -1.608 0.292 0.422
H -0.292 1.055 1.170 0.218
H 1.426 1.394 1.024 0.241
H 0.979 1.541 -1.256 0.220
H 1.031 -0.213 -1.222 0.218
H -1.443 1.567 -1.012 0.165
H -0.963 0.581 -2.405 0.175
H -2.476 -0.198 -0.412 0.483
```

No. 4
Computed, not measured: a structure of composition C4H9NO2PS, with ωB97M-V/def2-TZVPD.

Calculated values
Orbital gap = 6.3 eV
Net charge = -1

The geometry in XYZ format:
```
18
Properties=species:S:1:pos:R:3:nbo_charge:R:1
C -0.520 0.343 0.293 0.039
C 1.531 -0.908 0.362 -0.646
C 1.360 1.510 -0.767 -0.617
C 0.727 0.041 -0.400 -0.170
N -0.648 1.457 0.892 -0.768
O -2.167 -1.613 1.930 -1.179
O -3.084 -0.607 -0.260 -1.013
P -1.877 -1.499 0.482 1.284
S 0.327 -0.669 -2.118 -0.118
H 1.444 -1.938 -0.066 0.230
H 1.104 -0.879 1.438 0.233
H 2.610 -0.693 0.385 0.207
H 2.203 1.516 -1.310 0.181
H 1.432 1.932 0.182 0.223
H 0.546 1.870 -1.382 0.212
H -1.473 1.610 1.491 0.329
H -3.040 0.039 0.453 0.454
H -0.475 -1.510 -1.603 0.119
```

No. 5
Computed, not measured: a cluster of 2 separate species, C4H9NO2S in total, with ωB97M-V/def2-TZVPD.

Calculated values
Orbital gap (spin up / spin down) = 8.2 / 8.2 eV

The geometry in XYZ format:
```
17
Properties=species:S:1:pos:R:3:nbo_charge:R:1
C -0.206 0.169 0.516 0.023
C 1.647 -1.357 0.137 -0.534
C -1.480 1.324 2.111 -0.460
C -0.339 0.513 -2.276 -0.858
N -0.291 0.628 1.639 -0.416
O -1.444 -1.526 -0.952 -0.930
O -2.481 0.703 -0.640 -0.930
S -1.298 -0.106 -0.852 2.092
H 1.547 -1.418 1.173 0.202
H 2.366 -0.520 -0.115 0.195
H 1.109 -1.840 -0.587 0.198
H -2.186 0.510 2.469 0.235
H -1.657 2.121 1.363 0.227
H -1.237 1.864 3.163 0.198
H 0.517 -0.139 -2.670 0.265
H -1.076 0.799 -3.002 0.256
H -0.048 1.450 -1.800 0.237
```

No. 6
Computed, not measured: an isolated molecule of C4H9NO2S, with ωB97M-V/def2-TZVPD.

Calculated values
Orbital gap = 9.7 eV
SMILES = O=C[C@H](CS)NCO

The geometry in XYZ format:
```
17
Properties=species:S:1:pos:R:3:nbo_charge:R:1
O 1.171 0.395 -1.909 -0.531
C 0.171 -0.045 -1.412 0.444
C -0.095 0.031 0.072 -0.182
C 0.372 1.357 0.659 -0.523
S -1.025 2.526 0.875 -0.052
N 0.601 -1.079 0.724 -0.618
C -0.029 -2.353 0.663 0.082
O -0.074 -2.904 -0.660 -0.753
H -0.589 -0.632 -1.947 0.126
H -1.159 -0.129 0.247 0.210
H 0.772 1.258 1.668 0.235
H 1.199 1.746 0.070 0.247
H -0.840 3.272 -0.215 0.127
H 1.597 -1.108 0.551 0.374
H 0.427 -3.028 1.369 0.173
H -1.068 -2.204 0.934 0.167
H 0.555 -3.615 -0.774 0.475
```

No. 7
Computed, not measured: a cluster of 2 separate species, C4H9NO2S in total, with ωB97M-V/def2-TZVPD.

Calculated values
Orbital gap = 8.1 eV
SMILES = CC(C)=C[N+](=O)[O-].S

The geometry in XYZ format:
```
17
Properties=species:S:1:pos:R:3:nbo_charge:R:1
C -0.001 0.683 -2.077 -0.673
C -1.084 -1.167 -0.785 -0.672
C -0.282 0.100 -0.763 0.118
C 0.035 0.919 0.262 -0.154
N -0.260 0.861 1.635 0.503
O -0.801 -0.104 2.191 -0.422
O -0.039 1.882 2.236 -0.348
S 1.110 -0.187 4.826 -0.356
H 0.996 1.169 -2.203 0.242
H -0.746 1.388 -2.427 0.244
H -0.008 -0.020 -2.975 0.228
H -1.240 -1.620 0.286 0.262
H -2.054 -0.959 -1.338 0.243
H -0.608 -1.892 -1.431 0.233
H 0.264 -0.306 3.651 0.191
H 0.364 1.985 -0.020 0.233
H 1.077 -1.507 4.955 0.128
```

No. 8
Computed, not measured: an isolated molecule of C4H9NO2S, with ωB97M-V/def2-TZVPD.

Calculated values
Orbital gap = 9.4 eV
SMILES = CN(C)[C@H](S)C(=O)O

The geometry in XYZ format:
```
17
Properties=species:S:1:pos:R:3:nbo_charge:R:1
C 1.267 1.163 0.978 0.779
C -0.031 -1.355 -1.384 -0.421
C -1.062 0.767 -0.689 -0.428
C 0.847 -0.262 0.428 -0.263
N 0.174 -0.093 -0.787 -0.438
O 0.599 1.492 2.018 -0.671
O 2.029 1.888 0.451 -0.557
S -0.144 -1.225 1.680 -0.053
H 0.807 -1.700 -1.929 0.207
H -0.353 -1.973 -0.584 0.187
H -0.883 -1.333 -2.109 0.199
H -0.689 1.749 -0.462 0.220
H -1.412 0.644 -1.797 0.222
H -1.750 0.323 0.014 0.174
H 1.888 -0.754 0.199 0.261
H -0.126 0.819 2.231 0.482
H -1.160 -0.150 1.742 0.101
```

No. 9
Computed, not measured: a cluster of 2 separate species, C4H9NO2S in total, with ωB97M-V/def2-TZVPD.

Calculated values
Orbital gap = 9.0 eV
SMILES = CC(C)=C[N+](=O)[O-].S

The geometry in XYZ format:
```
17
Properties=species:S:1:pos:R:3:nbo_charge:R:1
C -1.264 -1.082 -0.560 -0.622
C 0.379 0.406 -1.769 -0.691
C 0.145 -0.422 -0.568 0.149
C 0.938 -0.553 0.523 -0.194
N 2.232 0.138 0.541 0.516
O 2.799 0.475 -0.478 -0.359
O 2.588 0.438 1.711 -0.421
S 0.440 2.645 3.406 -0.363
H -1.319 -1.838 0.091 0.212
H -1.586 -1.421 -1.508 0.219
H -1.776 -0.218 -0.292 0.230
H -0.390 0.364 -2.439 0.217
H 0.488 1.401 -1.514 0.245
H 1.413 0.257 -2.129 0.274
H 1.568 1.932 2.781 0.200
H 0.678 -1.214 1.350 0.236
H -0.118 1.447 3.911 0.152
```

No. 10
Computed, not measured: a cluster of 2 separate species, C4H9NO2S in total, with ωB97M-V/def2-TZVPD.

Calculated values
Orbital gap (spin up / spin down) = 8.2 / 8.2 eV

The geometry in XYZ format:
```
17
Properties=species:S:1:pos:R:3:nbo_charge:R:1
C -1.087 -1.196 0.921 -0.667
C 0.876 0.152 1.460 -0.675
C -0.358 0.040 0.694 0.065
C 0.416 0.026 -1.433 -0.283
N 0.567 1.376 -1.368 0.435
O 1.603 1.791 -0.849 -0.441
O -0.274 2.174 -1.748 -0.440
S -0.879 -0.656 -2.495 0.014
H -0.395 -2.114 1.142 0.201
H -1.653 -1.541 0.058 0.245
H -1.603 -1.011 1.772 0.231
H 1.547 0.962 1.247 0.263
H 0.629 0.083 2.467 0.235
H 1.454 -0.888 1.368 0.202
H -0.992 0.805 0.611 0.187
H 1.286 -0.574 -1.029 0.263
H -1.137 0.571 -2.818 0.164
```

No. 11
Computed, not measured: a cluster of 2 separate species, C4H9NO2S in total, with ωB97M-V/def2-TZVPD.

Calculated values
Orbital gap (spin up / spin down) = 8.8 / 6.9 eV
2S+1 = 3
<S²> = 2.016

The geometry in XYZ format:
```
17
Properties=species:S:1:pos:R:3:nbo_charge:R:1
C -1.040 -0.041 -0.760 -0.135
C 0.072 -0.518 -1.204 -0.109
C 0.129 -1.134 -2.590 -0.622
C 1.351 -0.551 -0.417 -0.643
N -0.208 2.025 2.234 -1.064
O -2.394 0.789 2.748 -0.850
O -0.228 -0.450 2.924 -0.849
S -1.066 0.519 2.228 1.963
H -2.065 0.144 -0.954 0.189
H -0.813 -1.007 -3.115 0.217
H 0.930 -0.676 -3.164 0.213
H 0.334 -2.196 -2.478 0.215
H 1.301 -1.340 0.329 0.233
H 2.198 -0.732 -1.072 0.213
H 1.490 0.391 0.106 0.220
H 0.736 1.975 2.577 0.403
H -0.725 2.803 2.607 0.404
```

No. 12
Computed, not measured: the ion C4H9NO2S with charge +1, with ωB97M-V/def2-TZVPD.

Calculated values
Orbital gap (spin up / spin down) = 9.2 / 3.7 eV
2S+1 = 2
<S²> = 0.753
Net charge = +1

The geometry in XYZ format:
```
17
Properties=species:S:1:pos:R:3:nbo_charge:R:1
O 0.044 1.441 2.292 -0.522
C 0.562 0.611 1.671 0.792
O 1.390 -0.410 2.078 -0.736
C 0.600 0.573 0.129 -0.136
C -0.720 -0.039 -0.316 -0.517
C -0.635 -1.059 -1.350 -0.610
S -1.274 -2.554 -0.669 0.686
N 0.754 2.100 -0.271 -0.829
H 1.806 -0.444 3.088 0.535
H 1.512 -0.041 -0.377 0.225
H -1.146 -0.394 0.648 0.251
H -1.438 0.876 -0.546 0.291
H -1.266 -0.797 -2.283 0.322
H 0.481 -1.406 -1.696 0.322
H -1.435 -3.504 -1.623 0.162
H 0.363 2.393 -1.239 0.378
H 0.403 2.655 0.464 0.387
```

No. 13
Computed, not measured: an isolated molecule of C4H9NO3, with ωB97M-V/def2-TZVPD.

Calculated values
Orbital gap = 8.7 eV
SMILES = C/C=C(\O)[C@@H](O)NO

The geometry in XYZ format:
```
17
Properties=species:S:1:pos:R:3:nbo_charge:R:1
C 0.274 -1.139 -0.714 0.198
C -1.396 1.400 1.632 -0.643
N 1.649 -0.191 -0.751 -0.407
C -0.749 -0.247 -0.137 0.234
C -0.508 0.353 1.046 -0.252
O 2.625 -0.128 0.275 -0.581
O -0.081 -1.559 -1.993 -0.715
O -1.698 0.237 -0.999 -0.682
H 3.485 -0.266 -0.149 0.471
H 0.692 -1.949 -2.414 0.500
H -1.581 -0.218 -1.845 0.497
H 1.348 0.757 -0.979 0.336
H 0.594 -1.942 -0.046 0.184
H 0.206 -0.111 1.708 0.209
H -2.030 1.836 0.865 0.225
H -2.032 0.978 2.413 0.215
H -0.799 2.190 2.089 0.213
```

No. 14
Computed, not measured: a cluster of 2 separate species, C4H9NO3 in total, with ωB97M-V/def2-TZVPD.

Calculated values
Orbital gap = 9.9 eV
SMILES = CC(=O)NCC=O.O

The geometry in XYZ format:
```
17
Properties=species:S:1:pos:R:3:nbo_charge:R:1
C 2.005 0.091 0.628 -0.752
C 1.779 -0.106 -0.840 0.668
N 0.685 -0.889 -1.271 -0.622
C -0.524 -0.918 -0.429 -0.347
C -1.351 0.352 -0.712 0.454
O -2.545 0.285 -0.744 -0.527
O 2.575 0.105 -1.745 -0.598
H 3.087 0.316 0.632 0.256
H 1.436 0.895 1.100 0.246
H 2.056 -0.915 1.056 0.246
H 0.457 -0.879 -2.252 0.398
H -0.965 -1.912 -0.620 0.222
H -0.293 -0.974 0.620 0.226
H -0.753 1.281 -0.579 0.124
H -3.183 0.862 1.308 0.486
H -2.171 1.208 2.404 0.468
O -2.296 1.199 1.444 -0.949
```

Calculated relative energy (zero: lowest compared OMol25 entry of this formula, charge and spin) in order - 53.8, 83.0, 13.0, 22.8, 149.1, 39.3, 115.5, 57.8, 120.2, 155.4, 5.9, 61.2, 100.8, 48.8 kcal/mol